The following is a quantum chemistry calculation of the molecule C4H5NO2 at a distorted geometry, from OMol25.

The geometry in XYZ format:
```
12
Properties=species:S:1:pos:R:3
O 0.9729 -1.6113 -1.5205
O 0.0350 -1.8700 -0.4849
C 0.3876 -0.7788 0.1486
C -0.1019 0.4512 -0.5827
C -0.8524 1.2325 0.2617
C -0.5488 0.7177 1.5977
N 0.4139 -0.1563 1.5797
H 0.5089 -1.0972 -2.1517
H 1.5622 -0.8152 0.1477
H -0.1231 0.6334 -1.6828
H -1.5716 2.0567 0.2050
H -0.6827 1.2374 2.4821
```

Output
SMILES	OO[C@H]1C=CC=N1
LUMO level (alpha / beta)	-0.17 / -0.17	eV
max |F|	10.75	eV Å⁻¹
relative energy (zero: lowest compared OMol25 entry of this formula, charge and spin)	731.7	kJ/mol
HOMO-LUMO gap (alpha / beta)	9.19 / 9.19	eV

These are the natural (NBO) partial charges, in e, on atoms 1 to 5:
1 O -0.4155
2 O -0.2301
3 C 0.1415
4 C -0.1949
5 C -0.2760



The following is a quantum chemistry calculation of a cluster of 2 separate species, C7H14 in total, from OMol25.

The geometry in XYZ format:
```
21
Properties=species:S:1:pos:R:3
C -0.8060 -2.2360 1.0031
C 0.5801 -1.7219 0.7366
C 1.0371 -1.1764 -0.3915
C 0.2802 -0.9421 -1.6667
H -1.5157 -1.9549 0.2195
H -0.8073 -3.3310 1.0738
H -1.1871 -1.8548 1.9580
H 1.2795 -1.8141 1.5686
H 2.0778 -0.8522 -0.4069
H 0.4829 0.0655 -2.0487
H -0.8020 -1.0436 -1.5415
H 0.5936 -1.6524 -2.4424
C 0.9918 1.8597 1.0010
C 0.2344 2.4511 0.0818
C -1.1479 2.0014 -0.2988
H 1.9819 2.2298 1.2539
H 0.6508 0.9695 1.5239
H 0.6156 3.3356 -0.4297
H -1.3443 0.9859 0.0629
H -1.9071 2.6681 0.1292
H -1.2882 2.0130 -1.3861
```

Output
SMILES	C/C=C\C.C=CC
LUMO level	1.13	eV
max |F|	0.21	eV Å⁻¹
relative energy (zero: lowest compared OMol25 entry of this formula, charge and spin)	151.1	kJ/mol
HOMO-LUMO gap	10.13	eV

These are the natural (NBO) partial charges, in e, on atoms 1 to 5:
1 C -0.6533
2 C -0.1995
3 C -0.1743
4 C -0.6566
5 H 0.2078



The following is a quantum chemistry calculation of a cluster of 6 separate species, C3H19NO7 in total at a distorted geometry, from OMol25.

The geometry in XYZ format:
```
30
Properties=species:S:1:pos:R:3
N 1.1110 -0.7719 0.5275
C 1.0432 0.2530 1.5768
C 2.4677 0.8093 1.9308
O 3.5520 0.0874 1.3832
C 0.0014 1.2804 1.1763
O -0.9516 1.6561 2.1474
H 1.8061 -0.5914 -0.1811
H 1.2648 -1.7098 0.8628
H 0.6947 -0.2788 2.4662
H 2.5850 0.7379 3.0172
H 2.5233 1.8397 1.5887
H 3.3544 -0.8530 1.4154
H -0.5306 0.8124 0.3466
H 0.4352 2.1876 0.7469
H -0.9000 2.5719 2.4145
O -3.0878 0.1937 0.7528
H -2.3340 -0.2647 1.1391
H -3.5972 0.4457 1.5286
O 1.4657 -3.3651 -0.6252
H 2.0718 -3.4295 -1.3819
H 0.7344 -3.7995 -1.0928
O 0.5320 0.2612 -3.7201
H 0.3482 0.1569 -2.7820
H -0.1664 0.8804 -3.9590
O -1.6207 1.1237 -2.5962
H -2.1615 0.3828 -2.9316
H -2.1078 1.5025 -1.8627
O -2.8774 -0.8030 -1.7100
H -3.4816 -0.3450 -1.1015
H -2.1744 -0.9707 -1.0768
```

Output
SMILES	NC(CO)CO.O.O.O.O.O
LUMO level	0.33	eV
max |F|	1.61	eV Å⁻¹
relative energy (zero: lowest compared OMol25 entry of this formula, charge and spin)	229.8	kJ/mol
HOMO-LUMO gap	9.86	eV

These are the natural (NBO) partial charges, in e, on atoms 1 to 5:
1 N -0.8609
2 C -0.1211
3 C -0.0704
4 O -0.7157
5 C -0.0760



The following is a quantum chemistry calculation of a cluster of 2 separate species, C11H15N in total at a distorted geometry, from OMol25.

The geometry in XYZ format:
```
27
Properties=species:S:1:pos:R:3
C 0.4611 2.0060 1.9962
C -0.0033 0.6112 1.8177
C 0.1841 -0.5798 2.5059
N -0.4135 -1.5665 1.8232
C -0.7933 -1.1630 0.5804
C -1.5481 -1.8030 -0.4037
C -2.0107 -1.0040 -1.4918
C -1.7768 0.3890 -1.5460
C -1.0953 1.0504 -0.4980
C -0.7227 0.2709 0.5661
H 0.5900 2.3027 3.0665
H -0.1560 2.7673 1.4481
H 1.4690 2.1119 1.5682
H 0.5713 -0.9833 3.5656
H -0.4933 -2.4691 1.9905
H -1.9207 -2.8074 -0.1171
H -2.4262 -1.5472 -2.3699
H -2.1277 0.9363 -2.4398
H -0.9207 2.1763 -0.3119
C 3.6305 0.5096 -2.4927
C 2.1783 0.5641 -1.9821
H 3.7124 1.1622 -3.4383
H 4.3285 0.9298 -1.8024
H 4.0129 -0.4873 -2.8122
H 2.0037 0.8859 -0.9137
H 1.6911 -0.4522 -2.1088
H 1.5373 1.3313 -2.3994
```

Output
SMILES	Cc1c[nH]c2ccccc12.CC
LUMO level	0.90	eV
max |F|	5.15	eV Å⁻¹
relative energy (zero: lowest compared OMol25 entry of this formula, charge and spin)	190.5	kJ/mol
HOMO-LUMO gap	8.61	eV

These are the natural (NBO) partial charges, in e, on atoms 1 to 5:
1 C -0.6325
2 C -0.0994
3 C -0.0203
4 N -0.5194
5 C 0.1361



The following is a quantum chemistry calculation of a structure of composition C4H7O3Sn at a distorted geometry, from OMol25.

The geometry in XYZ format:
```
15
Properties=species:S:1:pos:R:3
Sn -3.9042 1.0762 -0.0989
O -5.5070 0.0458 -0.8051
H -5.9710 -0.2434 -1.5134
O -1.1632 -0.2342 1.3260
C -0.0536 -0.3106 0.8631
O 1.1346 -0.6958 1.6312
C 2.3284 -0.6514 0.8485
C 2.0430 0.4518 -0.2822
C 0.4821 0.1741 -0.4802
H 2.5298 -1.5458 0.3907
H 3.0154 -0.0687 1.4716
H 2.5736 0.2343 -1.2011
H 2.2905 1.4042 -0.0151
H 0.3742 -0.5717 -1.2259
H -0.1727 0.9352 -0.9091
```

Output
LUMO level	-6.39	eV
max |F|	7.23	eV Å⁻¹
relative energy (zero: lowest compared OMol25 entry of this formula, charge and spin)	0.0	kJ/mol
total charge	+1
HOMO-LUMO gap	7.52	eV

These are the natural (NBO) partial charges, in e, on atoms 1 to 5:
1 Sn 1.7022
2 O -1.2325
3 H 0.5142
4 O -0.6132
5 C 0.8310



The following is a quantum chemistry calculation of a cluster of 8 separate species, C24H68N4O8 in total at a distorted geometry, from OMol25.

The geometry in XYZ format:
```
104
Properties=species:S:1:pos:R:3
C -18.0353 -8.8593 17.5920
O -17.1246 -9.6693 18.3226
C -16.6612 -10.7301 17.5526
C -15.9460 -11.7815 18.4064
C -14.9458 -11.1312 19.3482
N -15.1737 -12.6667 17.5161
H -18.2567 -7.9670 18.1657
H -18.8358 -9.5289 17.2638
H -17.5952 -8.4909 16.6509
H -17.4427 -11.3182 17.0421
H -15.9953 -10.3956 16.7495
H -16.6444 -12.3948 18.9844
H -14.0732 -10.7166 18.8434
H -14.4992 -11.9144 19.9756
H -15.3166 -10.3885 20.0535
H -14.9354 -13.5210 18.0029
H -15.7793 -12.9090 16.7335
C -15.4208 -6.6937 12.2012
O -16.2972 -7.3957 13.0719
C -16.6488 -8.6794 12.6190
C -15.4784 -9.6710 12.5855
C -15.7796 -10.8731 11.7101
N -15.1799 -10.0953 13.9637
H -15.1928 -5.6977 12.5780
H -15.9196 -6.6286 11.2316
H -14.4343 -7.1632 12.1561
H -17.4823 -9.0378 13.2249
H -17.1214 -8.6115 11.6244
H -14.5555 -9.2292 12.2101
H -15.6394 -10.7481 10.6355
H -16.8093 -11.2355 11.8057
H -15.1257 -11.7015 11.9829
H -15.0466 -9.2812 14.5486
H -15.8656 -10.6956 14.4014
C -20.7715 -9.3642 12.3433
O -22.0549 -9.9167 12.5290
C -22.9937 -8.9770 13.0031
C -24.3705 -9.2381 12.3917
C -24.3959 -8.9573 10.8906
N -25.4545 -8.5269 13.0542
H -20.4485 -8.7064 13.1498
H -20.7586 -8.8425 11.3828
H -20.0491 -10.1713 12.2263
H -22.9970 -8.9410 14.0960
H -22.7200 -7.9653 12.6563
H -24.4718 -10.3116 12.6149
H -23.9290 -9.7413 10.2960
H -23.7407 -8.0955 10.7233
H -25.4254 -8.8017 10.5826
H -25.3625 -8.5848 14.0644
H -25.3530 -7.5366 12.8298
C -13.8410 -8.2240 17.1796
O -12.8700 -7.2681 16.8147
C -12.9008 -6.7744 15.4897
C -11.5670 -6.8180 14.7859
C -10.5835 -5.8272 15.3686
N -11.7963 -6.5461 13.3537
H -14.7805 -7.6585 17.2760
H -13.5327 -8.7740 18.0572
H -14.1679 -8.9334 16.4084
H -13.7231 -7.1751 14.8846
H -13.1905 -5.7154 15.6099
H -11.1296 -7.8206 14.8162
H -10.8696 -4.7909 15.1596
H -9.5971 -5.9315 14.9134
H -10.5283 -5.9148 16.4575
H -10.9679 -6.7007 12.7932
H -12.0130 -5.5565 13.2250
C -13.3232 -14.4068 13.1562
C -13.7229 -13.1852 13.9626
O -12.9374 -12.0325 13.6747
H -12.2541 -14.5971 13.1091
H -13.7190 -14.4625 12.1394
H -13.8033 -15.2445 13.6753
H -13.5566 -13.3997 15.0277
H -14.7886 -12.9387 13.9307
H -13.5345 -11.2645 13.5659
C -13.8613 -1.8642 13.6724
C -13.6016 -3.2996 13.1016
O -12.2348 -3.5539 12.8798
H -14.8389 -1.9122 14.1446
H -13.6869 -1.1522 12.8698
H -13.1008 -1.7039 14.4391
H -14.2494 -3.3300 12.2173
H -14.0044 -4.0040 13.8299
H -11.9392 -2.9861 12.1596
C -17.2331 -5.1094 8.1162
C -17.0128 -5.8029 6.7818
O -17.7182 -5.1398 5.7211
H -18.3060 -5.0797 8.2997
H -16.8529 -4.0846 8.1272
H -16.6877 -5.6070 8.9193
H -17.3920 -6.8235 6.7706
H -15.9529 -5.8573 6.5141
H -17.4775 -4.2094 5.8000
C -16.3637 -5.3011 15.9957
C -17.0568 -4.2250 15.1602
O -17.4304 -4.7407 13.8718
H -17.0797 -5.7858 16.6547
H -15.5908 -4.8877 16.6553
H -15.7647 -5.9955 15.4022
H -16.4535 -3.3324 14.9560
H -17.9754 -3.9280 15.6745
H -16.9034 -5.5442 13.7665
```

Output
SMILES	COC[C@H](C)N.COC[C@H](C)N.COC[C@H](C)N.COC[C@H](C)N.CCO.CCO.CCO.CCO
LUMO level	0.35	eV
max |F|	2.19	eV Å⁻¹
relative energy (zero: lowest compared OMol25 entry of this formula, charge and spin)	214.9	kJ/mol
HOMO-LUMO gap	9.43	eV

These are the Löwdin partial charges, in e, on atoms 1 to 5:
1 C -0.0880
2 O -0.1746
3 C -0.2458
4 C -0.4179
5 C -0.0687



The following is a quantum chemistry calculation of a structure of composition C35H38MnN10O2PS, from OMol25.

The geometry in XYZ format:
```
88
Properties=species:S:1:pos:R:3
Mn -0.0477 -0.1420 0.4632
C -5.5403 -1.3170 3.7584
C -4.2795 -0.5450 3.8357
N -4.0211 0.4131 4.6632
N -2.7547 0.8021 4.3510
C -2.2068 0.1078 3.3565
S -0.6101 0.3533 2.8222
N -3.1852 -0.7651 3.0090
N -3.0463 -1.7454 2.0343
H -6.2237 -0.9387 4.5135
H -5.3650 -2.3769 3.9475
H -6.0052 -1.2139 2.7771
H -2.3083 1.5429 4.8691
H -3.2067 -2.6545 2.4548
H -3.7269 -1.5844 1.2998
N -1.6559 2.5965 0.3360
P 0.0091 2.2873 0.2834
C 0.5742 2.8291 -1.3364
C 1.9197 3.1643 -1.4926
C 2.4124 3.4659 -2.7518
C 1.5674 3.4365 -3.8536
C 0.2284 3.1061 -3.6999
C -0.2691 2.7944 -2.4446
C 0.7704 3.3956 1.4656
C 1.5944 2.9297 2.4851
C 2.1861 3.8397 3.3516
C 1.9494 5.1974 3.2052
C 1.1333 5.6645 2.1800
C 0.5552 4.7678 1.3004
C -2.5543 1.6476 -0.0893
C -3.9055 1.9699 -0.2689
C -4.7564 1.0013 -0.7425
C -4.2592 -0.2737 -1.0284
C -2.9266 -0.5140 -0.8040
N -2.0748 0.4180 -0.3285
H -2.0052 3.5313 0.4901
H 2.5791 3.2023 -0.6321
H 3.4537 3.7340 -2.8715
H 1.9531 3.6780 -4.8350
H -0.4281 3.0892 -4.5591
H -1.3147 2.5317 -2.3377
H 1.7883 1.8729 2.5929
H 2.8348 3.4830 4.1401
H 2.4120 5.9011 3.8844
H 0.9644 6.7258 2.0592
H -0.0409 5.1427 0.4751
H -4.2538 2.9717 -0.0572
H -5.8004 1.2332 -0.9078
H -4.8933 -1.0486 -1.4342
H -2.4890 -1.4828 -1.0039
O 2.2389 -0.0367 1.3115
C 2.5089 -0.0509 0.1085
N 1.4894 -0.0461 -0.7947
C 1.9902 -0.1052 -2.0930
O 1.3100 -0.1706 -3.0896
C 3.4842 -0.0947 -1.9684
C 4.4620 -0.1117 -2.9368
C 5.7878 -0.1159 -2.5008
C 6.1045 -0.1069 -1.1464
C 5.1076 -0.0912 -0.1713
C 3.8019 -0.0844 -0.6125
H 4.2115 -0.1216 -3.9892
H 6.5877 -0.1279 -3.2290
H 7.1436 -0.1118 -0.8465
H 5.3495 -0.0832 0.8830
C 0.3610 -4.2559 -3.0936
C -0.3932 -2.9488 -3.1772
N -0.3677 -2.2696 -1.8780
C -0.1237 -2.8780 -0.6924
N -0.0505 -2.1230 0.4065
C 0.2784 -2.7554 1.6966
C 1.0330 -4.0518 1.5109
C 0.2432 -4.9362 0.5749
N -0.0130 -4.2175 -0.6732
C -0.1550 -5.0195 -1.8930
H 1.4316 -4.0706 -2.9831
H 0.2102 -4.8401 -4.0000
H -1.4290 -3.1303 -3.4760
H 0.0499 -2.2672 -3.9001
H -0.1166 -1.2939 -1.9414
H -0.6461 -2.9270 2.2545
H 0.8754 -2.0550 2.2786
H 1.1731 -4.5438 2.4727
H 2.0210 -3.8582 1.0864
H -0.6997 -5.2536 1.0310
H 0.8029 -5.8351 0.3217
H -1.2036 -5.2991 -2.0344
H 0.4096 -5.9374 -1.7410
```

Output
expectation value of S²	6.128
multiplicity	5
LUMO level (alpha / beta)	-6.66 / -5.27	eV
max |F|	0.22	eV Å⁻¹
relative energy (zero: lowest compared OMol25 entry of this formula, charge and spin)	15.4	kJ/mol
total charge	+2
HOMO-LUMO gap (alpha / beta)	7.04 / 8.45	eV

These are the Löwdin partial charges, in e, on atoms 1 to 5:
1 Mn 0.6638
2 C 0.0144
3 C -0.3071
4 N 0.1571
5 N 0.0457



The following is a quantum chemistry calculation of a cluster of 2 separate species, C16H30F3N2O4S in total at a distorted geometry, from OMol25.

The geometry in XYZ format:
```
56
Properties=species:S:1:pos:R:3
C -2.2415 -1.2255 6.1044
N -2.1190 -0.9570 4.6804
C -3.1007 -1.3453 3.7847
C -2.6800 -0.9506 2.5510
N -1.4604 -0.3340 2.6990
C -0.6563 0.2370 1.6137
C -1.2110 1.5714 1.1358
C -2.5935 1.5405 0.5084
S -2.6819 0.3639 -0.8759
C -1.1323 -0.3640 4.0002
C 0.1220 0.1342 4.6438
C 1.0336 -1.0021 5.0972
O 2.2940 -0.4394 5.3617
C 1.1639 -2.1385 4.0675
F 2.2917 -2.8191 4.2842
F 1.1910 -1.6907 2.8130
F 0.1470 -3.0003 4.1858
H -1.4080 -0.8361 6.6704
H -3.1467 -0.7781 6.4928
H -2.2914 -2.2981 6.2481
H -3.9933 -1.8660 4.0613
H -3.1645 -1.0962 1.6077
H 0.3251 0.4127 2.0271
H -0.5696 -0.4925 0.8200
H -1.2859 2.2148 2.0140
H -0.4966 2.0553 0.4805
H -2.8227 2.5281 0.1272
H -3.3760 1.3136 1.2226
H -3.8710 -0.2296 -0.7146
H -0.1563 0.7282 5.5073
H 0.6677 0.7953 3.9843
H 0.6674 -1.4749 6.0053
H 2.7183 -0.9730 6.0384
C 0.2188 -2.0278 -3.3497
O 0.4886 -1.0379 -4.3105
C -0.4940 -0.0154 -4.3277
C 0.0666 1.2685 -4.8932
O 0.8685 2.0007 -3.9757
C 2.1788 1.5127 -3.7213
C 3.1580 1.7519 -4.8480
O 2.9788 0.7974 -5.8777
C 3.4975 1.2359 -7.1146
H -0.7279 -2.5407 -3.5596
H 1.0271 -2.7554 -3.3855
H 0.1776 -1.5961 -2.3402
H -0.8615 0.1731 -3.3124
H -1.3324 -0.3540 -4.9518
H -0.7786 1.9240 -5.1132
H 0.5962 1.0888 -5.8300
H 2.1626 0.4584 -3.4375
H 2.5276 2.0851 -2.8584
H 4.1816 1.6598 -4.4584
H 3.0180 2.7670 -5.2380
H 3.0045 2.1587 -7.4415
H 3.3017 0.4573 -7.8484
H 4.5785 1.4040 -7.0540
```

Output
LUMO level	-2.56	eV
max |F|	1.10	eV Å⁻¹
total charge	+1
HOMO-LUMO gap	8.21	eV

These are the natural (NBO) partial charges, in e, on atoms 1 to 5:
1 C -0.4148
2 N -0.2911
3 C -0.0448
4 C -0.0413
5 N -0.2883